(A)
Molecular formula: C5H13N2O
Method: DFT, ωB97M-V/def2-TZVPD

```
21
Properties=species:S:1:pos:R:3
C -1.0312 -1.6244 0.6471
N -0.2801 -0.4100 0.3049
O -0.8031 0.7575 0.8957
N -2.2106 0.7646 0.6854
C 1.1310 -0.3641 0.8181
C 1.7375 0.8243 0.1354
C 0.7981 1.1585 -1.0519
C -0.0876 -0.0488 -1.1191
H -2.0703 -1.6488 0.6135
H -0.5620 -2.4364 0.0376
H -0.7362 -1.7195 1.7868
H -2.5760 0.9271 1.6338
H -2.4114 1.6658 0.1247
H 1.5780 -1.1729 0.2218
H 1.0367 -0.5260 1.9812
H 2.7836 0.7708 -0.1952
H 1.7083 1.7190 0.8012
H 0.1958 1.9950 -0.9055
H 1.3504 1.3192 -1.9508
H -1.1326 0.1659 -1.3731
H 0.3836 -0.8381 -1.5988
```

Summary:
* charge: +1
* SMILES: C[N+]1(ON)CCCC1
* HOMO: -15.38 eV

(B)
Molecular formula: C5H13N2O
Method: DFT, ωB97M-V/def2-TZVPD

```
21
Properties=species:S:1:pos:R:3
N 2.0282 1.2463 0.3615
C 0.7172 0.8569 0.4115
C -0.3516 1.6559 0.3438
N -0.4265 3.1082 0.1527
C 0.5514 -0.6643 0.4707
C -0.4359 -1.1948 -0.5844
C -1.0256 -2.5581 -0.2851
O -0.1361 -3.5668 -0.7164
H 2.6832 0.7334 0.9288
H 2.3898 2.1304 0.0406
H -1.3160 1.1954 0.3973
H -1.3555 3.3834 -0.1804
H -0.3903 3.5675 1.0649
H 0.3065 3.4575 -0.4565
H 1.5315 -1.0058 0.1651
H 0.2219 -1.0398 1.4383
H 0.0141 -1.1784 -1.5574
H -1.2433 -0.5157 -0.8070
H -1.2124 -2.6571 0.7853
H -1.9797 -2.6688 -0.7845
H -0.5710 -4.2854 -1.1887
```

Summary:
* charge: +1
* SMILES: N/C(=C\[NH3+])CCCO
* HOMO: -12.87 eV

(C)
Molecular formula: C5H13N2O
Method: DFT, ωB97M-V/def2-TZVPD

```
21
Properties=species:S:1:pos:R:3
C 2.0232 1.5204 2.0754
O 2.6369 1.6626 0.7812
C 0.8299 0.7094 2.0756
C -0.0987 0.7632 0.9118
C -0.1945 -0.6117 0.1902
C -0.3781 -1.2251 -1.8136
N -1.1960 -0.9113 -0.8367
N -3.1329 -1.6152 -2.7575
H 2.7774 0.9247 2.6314
H 1.9746 2.5392 2.4767
H 2.2245 1.0326 0.1782
H 0.3388 0.5091 3.0224
H 0.2120 1.5171 0.1900
H -1.0640 1.0837 1.3179
H -0.3977 -1.3561 0.9986
H 0.8541 -0.9540 0.0237
H -0.1588 -0.4949 -2.5890
H 0.1300 -2.2060 -1.7721
H -2.7781 -1.3080 -1.8647
H -3.1844 -2.6237 -2.7281
H -3.9662 -1.2104 -3.1457
```

Summary:
* charge: +1
* HOMO: -12.02 eV

Name the least stable of them. (C).

(A)
Molecular formula: C5H13N2O
Method: DFT, ωB97M-V/def2-TZVPD

```
21
Properties=species:S:1:pos:R:3
C 0.5482 2.2800 -1.1579
N 1.4736 1.2882 -0.6301
C 0.1584 -3.1259 0.7680
C -0.0306 -2.4816 1.9949
C -0.2660 -0.9839 2.0720
O -0.1967 -0.3386 0.8799
C -0.4688 1.5592 -2.0355
N -1.3413 0.9451 -1.1143
H -0.0240 2.7605 -0.3377
H 1.0907 3.0382 -1.7095
H 1.1225 0.4763 -0.0724
H 0.3311 -2.4878 -0.1274
H 0.2663 -4.1992 0.6933
H -0.0214 -2.9860 2.9784
H 0.4028 -0.5790 2.9016
H -1.2300 -0.8729 2.4670
H 0.0958 0.8438 -2.6560
H -1.0459 2.2141 -2.7339
H -2.3357 0.7736 -1.3659
H 2.3646 1.5942 -0.4037
H -0.8938 0.2817 -0.4107
```

Summary:
* charge: +1
* HOMO: -13.02 eV

(B)
Molecular formula: C5H13N2O
Method: DFT, ωB97M-V/def2-TZVPD

```
21
Properties=species:S:1:pos:R:3
C 0.1427 -1.6466 0.4552
C 0.4871 -2.5701 -0.4492
N 1.6404 -3.3101 -0.3933
N -1.1083 -0.8951 0.2358
H 0.6964 -1.3183 1.3124
H -0.2262 -2.8600 -1.2152
H 2.0475 -3.5919 -1.2648
H 2.2784 -3.0075 0.3278
H -0.8806 0.0873 -0.0644
H -1.6233 -0.7732 1.1108
H -1.7271 -1.3076 -0.4621
C 0.5501 1.6946 1.2485
C -0.5931 2.2175 0.4070
C -0.5067 2.2891 -0.9178
O -1.4990 2.7406 -1.7296
H 0.1747 1.0511 2.0503
H 1.3385 1.1967 0.6863
H 1.0017 2.5380 1.7779
H -1.4347 2.6471 0.9437
H 0.3800 1.9556 -1.4465
H -1.1387 2.8628 -2.6128
```

Summary:
* charge: +1
* HOMO: -12.50 eV

Name the least stable of them. (A).

(A)
Molecular formula: H2N2O3S
Method: DFT, ωB97M-V/def2-TZVPD

```
8
Properties=species:S:1:pos:R:3
N -0.2603 0.0943 -0.3529
N -2.8971 -0.7568 -0.0257
O -1.4277 2.2257 -0.5018
O -3.9906 -0.9834 -0.4331
O -2.7466 0.4387 0.7174
S -1.2048 1.2066 0.5169
H -0.3349 0.1696 -1.4180
H 0.6910 -0.1425 -0.0888
```

Summary:
* charge: 0
* HOMO: -10.28 eV

(B)
Molecular formula: H2N2O3S
Method: DFT, ωB97M-V/def2-TZVPD

```
8
Properties=species:S:1:pos:R:3
N -0.8512 0.9281 -0.1893
N 0.2733 0.8225 -0.0109
O 0.1203 -1.4546 1.0491
O -1.3993 -2.4966 -0.4631
O 1.3894 1.6412 -0.4698
S -1.2682 -1.6636 0.7258
H 0.8329 0.0896 0.4784
H 0.9029 2.1334 -1.1201
```

Summary:
* charge: 0
* HOMO: -10.10 eV

Name the least stable of them. (A).

(A)
Molecular formula: H2N2O3S
Method: DFT, ωB97M-V/def2-TZVPD

```
8
Properties=species:S:1:pos:R:3
N -0.0011 -0.3685 -1.3622
N -0.0924 -0.7193 -0.1286
O 0.7043 -1.7824 0.3398
O -0.8537 0.2984 2.4182
O -0.2413 1.9644 0.6507
S 0.1457 0.9041 1.5904
H 0.6105 -0.8927 -1.9773
H -0.2720 0.5961 -1.5311
```

Summary:
* charge: 0
* HOMO: -10.53 eV

(B)
Molecular formula: H2N2O3S
Method: DFT, ωB97M-V/def2-TZVPD

```
8
Properties=species:S:1:pos:R:3
N -0.3721 1.5486 -0.4654
N -0.8953 -0.1684 1.0751
O 0.3507 -1.1613 -2.2488
O 1.4035 -0.5850 -0.1618
O -0.7646 1.2663 0.6445
S 1.0195 -0.1091 -1.4658
H -0.7191 -0.1769 2.0650
H -0.0226 -0.6142 0.5571
```

Summary:
* charge: 0
* HOMO (alpha / beta): -9.55 / -9.54 eV

Name the least stable of them. (B).

(A)
Molecular formula: C2H11N2O2
Method: DFT, ωB97M-V/def2-TZVPD

```
17
Properties=species:S:1:pos:R:3
C 2.2889 1.5544 -0.7974
N 1.1675 0.6243 -0.5447
C 1.2942 -0.6703 -0.4182
N 0.2540 -1.4575 -0.2050
H 1.9008 2.5518 -0.6243
H 2.6143 1.4420 -1.8274
H 3.0895 1.3262 -0.1006
H 0.2107 0.9511 -0.4542
H 2.2714 -1.1235 -0.5443
H -0.6861 -1.1285 -0.4904
H 0.4556 -2.4453 -0.2457
H -1.2397 -0.3328 2.3804
H -2.6774 -0.3750 2.8881
O -2.1424 -0.0867 2.1472
H -2.5813 0.3974 -1.2877
H -2.3531 0.3610 0.2102
O -2.0185 -0.0192 -0.6235
```

Summary:
* charge: +1
* HOMO: -14.89 eV

(B)
Molecular formula: C2H11N2O2
Method: DFT, ωB97M-V/def2-TZVPD

```
17
Properties=species:S:1:pos:R:3
C -0.7242 1.5541 1.1373
N 0.6510 -0.1183 -1.9708
C -0.0374 0.6169 -1.0791
N 0.2501 0.8070 0.1802
H -1.5877 0.8287 1.5071
H -1.0554 2.4222 0.5869
H -0.1692 1.9154 2.0220
H 1.6391 -0.3490 -1.9155
H 0.0504 -0.7195 -2.5282
H -1.0201 1.0213 -1.4375
H 1.1629 0.5864 0.4902
H -2.8285 -2.2272 0.6106
H -3.3660 -0.8201 0.6273
O -2.7387 -1.4073 0.1708
H 2.8072 -1.7600 1.4313
H 3.3821 -0.3357 1.3457
O 2.6447 -0.8938 1.0098
```

Summary:
* charge: +1
* HOMO: -14.90 eV

(C)
Molecular formula: C2H11N2O2
Method: DFT, ωB97M-V/def2-TZVPD

```
17
Properties=species:S:1:pos:R:3
C 1.7341 -1.3127 -0.9066
N -1.5085 0.5863 -0.7329
C -0.2453 0.2844 -1.0297
N 0.7211 -0.4043 -0.3152
H 1.3981 -1.6431 -1.8383
H 2.8509 -0.9620 -0.8882
H 1.8523 -2.1243 -0.1482
H -2.0902 0.0849 -0.2032
H -1.7963 1.5413 -0.8317
H 0.1737 0.5313 -2.0008
H 0.9064 -0.3463 0.6702
H -3.4863 -0.3574 1.6424
H -4.4987 -0.7374 0.7096
O -3.5974 -0.8965 0.8420
H 2.7656 1.0296 2.0998
H 3.7533 2.0768 1.6707
O 2.9412 1.6218 1.4171
```

Summary:
* charge: +1
* HOMO: -14.78 eV

Name the least stable of them. (C).

(A)
Molecular formula: C3H4NS
Method: DFT, ωB97M-V/def2-TZVPD

```
9
Properties=species:S:1:pos:R:3
C -1.5610 0.3235 -0.0440
C 0.6060 1.3198 0.0104
C 0.7031 -1.3348 -0.0082
N -0.6563 1.0671 0.0132
S 1.6722 -0.0304 -0.0043
H -2.5450 -0.0556 -0.0034
H 0.9919 2.3187 0.0253
H -0.3780 -1.3043 0.0421
H 1.1671 -2.3039 -0.0311
```

Summary:
* charge: +1
* HOMO (alpha / beta): -13.66 / -13.66 eV

(B)
Molecular formula: C3H4NS
Method: DFT, ωB97M-V/def2-TZVPD

```
9
Properties=species:S:1:pos:R:3
C -1.2410 0.0083 0.1435
C 0.4710 2.1834 -0.9955
C 0.7049 -1.4775 0.4765
N -0.3553 -0.8278 0.3542
S -0.9806 1.9657 -0.5873
H -2.2544 0.0558 0.2944
H 1.4637 1.9358 -0.9650
H 1.3480 -2.0086 -0.2332
H 0.8437 -1.8352 1.5125
```

Summary:
* charge: +1
* HOMO (alpha / beta): -13.43 / -13.44 eV

(C)
Molecular formula: C3H4NS
Method: DFT, ωB97M-V/def2-TZVPD

```
9
Properties=species:S:1:pos:R:3
C -0.3079 -0.9108 -1.3921
C -0.5968 -0.1886 2.0441
C 0.7333 0.5838 0.1457
N 0.1546 -0.0857 -0.7390
S 0.1101 -0.1863 3.3862
H -0.5177 -1.1481 -2.3842
H -1.3715 -0.5936 1.4085
H 0.1875 1.5594 0.4687
H 1.8193 0.4054 0.2863
```

Summary:
* charge: +1
* HOMO (alpha / beta): -13.00 / -13.00 eV

Name the least stable of them. (B).